A structure of composition C32H57AsIrN11O2PS2 in a non-equilibrium geometry. Source: OMol25; level of theory: ωB97M-V with the def2-TZVPD basis set.

Cartesian coordinates (Å):
Ir -0.29378 0.49619 0.73779
C 3.05657 -1.69719 -1.31161
C 1.84321 -1.25793 -0.55612
N 1.09028 -0.30837 -0.95760
O 1.51834 0.32965 -2.09728
C 1.51030 -1.84583 0.72766
C 1.89720 -3.23897 1.10817
N 0.90968 -1.07797 1.57748
O 0.65803 -1.47065 2.77478
H 3.58224 -0.81822 -1.68435
H 2.77038 -2.28767 -2.18333
H 3.72525 -2.27954 -0.68413
H 0.93407 1.09428 -2.18899
H 2.05022 -3.85467 0.22581
H 1.09650 -3.65848 1.71746
H 2.79849 -3.23843 1.72479
C -1.98995 -3.96275 -3.26156
C -1.57578 -4.32443 -1.82915
C -1.89982 -3.22631 -0.87962
N -1.11061 -2.29016 -0.51618
N -1.65285 -1.39183 0.34540
C -2.89806 -1.66167 0.65898
N -3.66054 -0.92922 1.48579
S -3.50562 -3.07748 -0.15880
H -1.76048 -4.78967 -3.93082
H -1.45044 -3.08018 -3.60228
H -3.05939 -3.76029 -3.31305
H -0.50137 -4.50427 -1.78376
H -2.10121 -5.22693 -1.51356
H -3.17061 -0.28112 2.09144
H -4.54342 -1.29776 1.79016
N -4.65253 0.83954 -4.24348
C -4.31759 1.21966 -3.21338
C -3.87740 1.66963 -1.93312
C -4.52212 2.70507 -1.25374
C -4.05817 3.04822 0.00366
C -2.99042 2.34940 0.53951
N -2.36078 1.37122 -0.11712
C -2.78961 1.04735 -1.32965
H -5.36724 3.21164 -1.69749
H -4.52908 3.83783 0.57115
H -2.63008 2.56058 1.53734
H -2.26443 0.25058 -1.84343
N 0.68846 2.18515 0.59181
P 1.23159 3.57898 0.23080
N 0.64092 4.74643 1.28556
C -0.31336 4.35999 2.32199
C 0.15514 4.81682 3.69686
C 0.19816 6.35257 3.75467
C 0.44359 6.93828 2.35674
C 1.32947 6.01795 1.52553
N 2.89866 3.78041 0.27214
C 3.49606 3.33084 1.52888
C 4.93957 3.80944 1.60937
C 5.78302 3.20462 0.46581
C 4.88583 2.58726 -0.61215
C 3.71792 3.51441 -0.92149
N 0.86511 3.97956 -1.36013
C -0.47586 3.56621 -1.78937
C -0.77069 4.09517 -3.18537
C -0.82625 5.63232 -3.17769
C 0.14025 6.20453 -2.12785
C 1.31445 5.24979 -1.94206
H -0.42422 3.27860 2.28443
H -1.29592 4.80860 2.11804
H 1.14791 4.40145 3.89397
H -0.52572 4.42117 4.45319
H 0.98811 6.67428 4.43549
H -0.74632 6.73588 4.14410
H 0.91984 7.91538 2.43897
H -0.50391 7.07700 1.83242
H 2.28132 5.86362 2.05112
H 1.56067 6.48865 0.56937
H 3.45572 2.23755 1.61842
H 2.90349 3.74317 2.34940
H 5.35518 3.53410 2.57975
H 4.94498 4.89940 1.54632
H 6.45910 2.44102 0.85360
H 6.39508 3.98621 0.01219
H 4.51060 1.61504 -0.28530
H 5.45934 2.42529 -1.52572
H 3.09072 3.08266 -1.70179
H 4.11872 4.46702 -1.28981
H -1.24652 3.92491 -1.09006
H -0.51592 2.47396 -1.76427
H -1.71631 3.68130 -3.54009
H 0.01126 3.75086 -3.86578
H -1.84242 5.96830 -2.96410
H -0.56018 6.00297 -4.16854
H -0.36774 6.32184 -1.16675
H 0.50064 7.18586 -2.43938
H 2.07124 5.68488 -1.29064
H 1.78093 5.05444 -2.91470
C 1.83970 0.77590 4.09025
As 0.04313 0.11952 4.39634
C -0.23400 -1.59387 5.25392
C -0.42611 1.22425 5.94012
S -1.44800 0.82156 3.04449
H 2.40047 0.68027 5.01941
H 1.74172 1.83030 3.82846
H 2.33731 0.24435 3.28675
H 0.44305 -1.66422 6.10399
H -0.06763 -2.41734 4.56957
H -1.26352 -1.60019 5.61164
H 0.29368 1.07147 6.74497
H -1.41905 0.94715 6.29516
H -0.44131 2.27928 5.67206

Maximum force, eV Å⁻¹: 4.1
Molecular weight, g mol⁻¹: 990.1
Energy relative to the best compared isomer or geometry (same formula, charge and spin), kJ/mol: 239.3
E_HOMO, eV: -9.3610
2S+1: 1
Kohn-Sham gap, eV: 6.579
E, eV: -149225.02304
Net charge: +1